w) ORCA calculation (wB97M-V/def2-TZVPD) on one molecule with the formula C6H7ClO.

Its HOMO-LUMO gap is 0.3268 Eh. Its lowest unoccupied orbital energy is 0.91 eV. The SMILES is Cl/C=C1/OC[C@H]2C[C@@H]12.

```
! RIJCOSX wB97M-V def2-TZVPD def2/J DEFGRID3
* xyz 0 1
C -1.48 0.68 -0.13
C -0.16 0.33 -0.23
C 2.03 0.74 -1.04
C 2.07 -0.64 -0.57
C 1.76 -1.02 0.88
C 0.59 -0.96 -0.14
H -1.73 1.77 -0.32
H 2.63 1.54 -0.67
H 2.22 0.63 -2.18
H 2.38 -1.52 -1.17
H 1.76 -0.07 1.66
H 2.26 -1.82 1.45
H -0.14 -1.86 -0.33
O 0.65 1.31 -0.59
Cl -2.56 -0.23 0.80
*
```

Results of the natural (NBO) charge analysis, in e, for atoms 1 through 8:
1 C -0.37
2 C 0.30
3 C -0.08
4 C -0.28
5 C -0.42
6 C -0.27
7 H 0.23
8 H 0.21

x) ORCA calculation (wB97M-V/def2-TZVPD) on one molecule with the formula C6H7ClO.

Its HOMO-LUMO gap is 0.3395 Eh. Its lowest unoccupied orbital energy is 0.81 eV. The SMILES is Cc1coc(Cl)c1C.

```
! RIJCOSX wB97M-V def2-TZVPD def2/J DEFGRID3
* xyz 0 1
C -0.73 -0.97 -1.41
C 0.03 -0.01 -0.77
C 0.61 1.12 -1.45
C 0.94 1.42 0.72
C 0.40 0.20 0.70
C -0.37 -0.66 1.67
H -0.56 -2.03 -0.89
H -1.77 -0.78 -1.07
H -0.47 -1.04 -2.60
H 0.90 1.29 -2.44
H -1.14 -1.33 1.20
H -0.71 0.04 2.48
H 0.33 -1.49 2.14
O 0.97 2.04 -0.43
Cl 1.58 2.22 2.14
*
```

Results of the natural (NBO) charge analysis, in e, for atoms 1 through 8:
1 C -0.65
2 C -0.05
3 C 0.03
4 C 0.29
5 C -0.16
6 C -0.64
7 H 0.21
8 H 0.24

Least stable structure: w)

w) ORCA calculation (wB97M-V/def2-TZVPD) on one molecule with the formula C3H7N3.

Its HOMO-LUMO gap is 0.3274 Eh. Its lowest unoccupied orbital energy is 0.94 eV.

```
! RIJCOSX wB97M-V def2-TZVPD def2/J DEFGRID3
* xyz 0 1
C -1.30 -1.06 -0.54
C -1.14 1.33 -0.06
C 0.39 -0.40 0.87
H -0.84 -0.91 -1.55
H -2.34 -1.01 -0.70
H -1.06 -2.03 -0.13
H -0.51 1.58 -0.98
H -0.96 2.06 0.70
H -2.22 1.42 -0.26
H 0.52 -1.00 1.75
N -0.88 -0.05 0.43
N 1.41 -0.05 0.11
N 2.29 0.20 -0.59
*
```

Results of the natural (NBO) charge analysis, in e, for atoms 1 through 8:
1 C -0.41
2 C -0.42
3 C -0.10
4 H 0.17
5 H 0.19
6 H 0.21
7 H 0.17
8 H 0.21

x) ORCA calculation (wB97M-V/def2-TZVPD) on one molecule with the formula C3H7N3.

Its HOMO-LUMO gap is 0.3680 Eh. Its lowest unoccupied orbital energy is 1.06 eV. The SMILES is [H]/N=C/N/N=C/C.

```
! RIJCOSX wB97M-V def2-TZVPD def2/J DEFGRID3
* xyz 0 1
C 2.16 -0.38 -1.19
C 0.69 -0.48 -0.93
C -1.65 0.73 1.30
H 2.70 -0.74 -0.27
H 2.67 0.57 -1.57
H 2.50 -1.12 -2.02
H 0.09 -1.26 -1.45
H -1.54 -0.80 -0.12
H -1.00 1.62 1.53
H -2.84 0.85 2.83
N 0.15 0.39 -0.12
N -1.20 0.27 0.07
N -2.73 0.36 1.94
*
```

Results of the natural (NBO) charge analysis, in e, for atoms 1 through 8:
1 C -0.68
2 C 0.04
3 C 0.28
4 H 0.23
5 H 0.24
6 H 0.22
7 H 0.17
8 H 0.35

Least stable structure: w)

w) ORCA calculation (wB97M-V/def2-TZVPD) on a 2-piece molecular cluster, CH2INS overall.

Its HOMO-LUMO gap is 0.3178 Eh. Its lowest unoccupied orbital energy is -0.11 eV. The SMILES is C#[N+][S-].I.

```
! RIJCOSX wB97M-V def2-TZVPD def2/J DEFGRID3
* xyz 0 1
C -0.45 2.27 0.45
N -0.34 1.41 -0.39
S 0.18 0.43 -1.45
I 0.18 -3.66 -0.19
H 1.54 -3.11 0.40
H -1.11 2.66 1.17
*
```

Atom-resolved charges from natural (NBO), all expressed in e:
1 C 0.07
2 N -0.43
3 S 0.12
4 I -0.10
5 H 0.10
6 H 0.23

x) ORCA calculation (wB97M-V/def2-TZVPD) on a 2-piece molecular cluster, CH2INS overall.

Its HOMO-LUMO gap is 0.3367 Eh. Its lowest unoccupied orbital energy is -0.30 eV. The SMILES is N#CI.S.

```
! RIJCOSX wB97M-V def2-TZVPD def2/J DEFGRID3
* xyz 0 1
C 3.39 1.16 0.13
N 2.68 2.03 0.29
S -0.43 0.79 -0.46
I 4.62 -0.41 -0.16
H -0.26 -0.16 0.41
H 0.18 0.03 -1.33
*
```

Atom-resolved charges from natural (NBO), all expressed in e:
1 C 0.01
2 N -0.31
3 S -0.25
4 I 0.30
5 H 0.13
6 H 0.13

Least stable structure: w)

w) ORCA calculation (wB97M-V/def2-TZVPD) on one molecule with the formula C3H5N3O.

Its HOMO-LUMO gap is 0.3690 Eh. Its lowest unoccupied orbital energy is 0.85 eV. The SMILES is Nc1conc1N.

```
! RIJCOSX wB97M-V def2-TZVPD def2/J DEFGRID3
* xyz 0 1
N 0.47 1.71 0.07
C 0.49 0.31 0.06
C 1.71 -0.20 0.00
O 1.31 -1.85 0.16
N -0.02 -1.92 0.20
C -0.54 -0.73 0.17
N -1.92 -0.44 0.27
H 0.15 2.16 0.90
H 0.47 2.20 -0.81
H 2.64 0.28 0.41
H -2.32 -0.32 -0.66
H -2.41 -1.20 0.73
*
```

Results of the natural (NBO) charge analysis, in e, for atoms 1 through 8:
1 N -0.87
2 C 0.02
3 C 0.06
4 O -0.33
5 N -0.08
6 C 0.24
7 N -0.83
8 H 0.39

x) ORCA calculation (wB97M-V/def2-TZVPD) on one molecule with the formula C3H5N3O.

Its HOMO-LUMO gap is 0.3190 Eh. Its lowest unoccupied orbital energy is 0.91 eV. The SMILES is Nc1nc(O)c[nH]1.

```
! RIJCOSX wB97M-V def2-TZVPD def2/J DEFGRID3
* xyz 0 1
N -1.97 -0.56 0.81
C -0.73 -0.21 0.30
N 0.36 -0.95 0.26
C 1.32 -0.13 -0.27
O 2.59 -0.58 -0.44
C 0.82 1.09 -0.60
N -0.52 1.03 -0.22
H -1.95 -1.51 1.18
H -2.71 -0.49 0.12
H 2.61 -1.46 -0.05
H 1.24 1.92 -1.15
H -1.07 1.83 0.05
*
```

Results of the natural (NBO) charge analysis, in e, for atoms 1 through 8:
1 N -0.82
2 C 0.52
3 N -0.56
4 C 0.41
5 O -0.67
6 C -0.23
7 N -0.55
8 H 0.39

Least stable structure: w)

w) ORCA calculation (wB97M-V/def2-TZVPD) on a 2-piece molecular cluster, C3H5N3O overall.

Its HOMO-LUMO gap is 0.3359 Eh. Its lowest unoccupied orbital energy is -0.01 eV.

```
! RIJCOSX wB97M-V def2-TZVPD def2/J DEFGRID3
* xyz 0 1
N -1.56 -0.93 0.83
C -0.51 -1.70 1.14
N 0.43 -2.32 1.43
C 1.61 0.54 -0.08
O 1.39 -0.60 -0.66
C 0.75 1.57 -0.71
N -0.52 1.47 -0.58
H -2.33 -1.43 0.41
H -1.30 -0.06 0.33
H 1.79 -1.32 -0.12
H 1.25 2.46 -1.11
H -1.00 2.32 -0.89
*
```

Results of the natural (NBO) charge analysis, in e, for atoms 1 through 8:
1 N -0.87
2 C 0.45
3 N -0.47
4 C 0.25
5 O -0.62
6 C 0.00
7 N -0.67
8 H 0.40

x) ORCA calculation (wB97M-V/def2-TZVPD) on one molecule with the formula C3H5N3O.

Its HOMO-LUMO gap (spin up / spin down) is 0.2744 / 0.2744 Eh. Its lowest unoccupied orbital energy (spin up / spin down) is 0.29 / 0.29 eV.

```
! RIJCOSX wB97M-V def2-TZVPD def2/J DEFGRID3
* xyz 0 1
O 0.55 -2.60 -0.30
C 0.65 -1.57 0.56
C -0.04 -0.43 0.36
N -0.83 -0.21 -0.76
N -0.39 1.10 -1.04
C -0.19 1.68 0.32
N 0.16 0.77 1.12
H -0.02 -2.30 -1.03
H 0.70 1.18 -1.43
H 1.31 -1.74 1.40
H -1.10 1.56 -1.62
H -0.19 2.76 0.43
*
```

Results of the natural (NBO) charge analysis, in e, for atoms 1 through 8:
1 O -0.67
2 C 0.12
3 C 0.07
4 N -0.57
5 N -0.42
6 C 0.16
7 N -0.34
8 H 0.50

Least stable structure: x)

w) ORCA calculation (wB97M-V/def2-TZVPD) on one molecule with the formula C3H5N3O.

Its HOMO-LUMO gap is 0.3084 Eh. Its lowest unoccupied orbital energy is 0.36 eV. The SMILES is N/C(=N/[O-])C1=C[NH2+]1.

```
! RIJCOSX wB97M-V def2-TZVPD def2/J DEFGRID3
* xyz 0 1
N 0.64 1.67 -0.04
C 0.42 0.24 -0.01
C 1.73 0.30 -0.16
O 1.20 -2.05 -0.05
N -0.05 -1.98 -0.07
C -0.57 -0.71 0.02
N -1.96 -0.44 0.02
H 0.36 2.17 0.80
H 0.41 2.16 -0.90
H 2.63 0.33 0.44
H -2.40 -0.77 -0.83
H -2.41 -0.93 0.79
*
```

Results of the natural (NBO) charge analysis, in e, for atoms 1 through 8:
1 N -0.67
2 C 0.09
3 C -0.04
4 O -0.43
5 N 0.04
6 C 0.06
7 N -0.84
8 H 0.40

x) ORCA calculation (wB97M-V/def2-TZVPD) on one molecule with the formula C3H5N3O.

Its HOMO-LUMO gap is 0.3813 Eh. Its lowest unoccupied orbital energy is 0.35 eV. The SMILES is CN(CC#N)N=O.

```
! RIJCOSX wB97M-V def2-TZVPD def2/J DEFGRID3
* xyz 0 1
C -1.19 -0.96 -0.36
C 0.82 0.08 0.75
C 1.90 0.24 -0.11
H -1.66 -1.51 0.47
H -0.77 -1.59 -1.24
H -1.96 -0.69 -1.01
H 0.80 0.97 1.54
H 0.84 -0.70 1.29
N -0.48 0.16 -0.06
N 2.95 0.30 -0.72
N -0.99 1.35 -0.43
O -0.26 2.33 -0.12
*
```

Results of the natural (NBO) charge analysis, in e, for atoms 1 through 8:
1 C -0.46
2 C -0.35
3 C 0.26
4 H 0.21
5 H 0.22
6 H 0.25
7 H 0.28
8 H 0.23

Least stable structure: w)

w) ORCA calculation (wB97M-V/def2-TZVPD) on one molecule with the formula C3H5N3O.

Its HOMO-LUMO gap is 0.3983 Eh. Its lowest unoccupied orbital energy is 0.73 eV. The SMILES is OCc1nc[nH]n1.

```
! RIJCOSX wB97M-V def2-TZVPD def2/J DEFGRID3
* xyz 0 1
O -2.13 1.06 0.19
C -1.74 -0.28 -0.04
C -0.21 -0.36 0.07
N 0.42 0.56 -0.66
N 1.70 0.38 -0.33
C 1.86 -0.61 0.54
N 0.61 -1.13 0.84
H -1.51 1.60 -0.32
H -2.02 -0.59 -1.06
H -2.30 -0.90 0.66
H 2.39 1.01 -0.70
H 2.93 -0.74 0.81
*
```

Results of the natural (NBO) charge analysis, in e, for atoms 1 through 8:
1 O -0.70
2 C -0.10
3 C 0.28
4 N -0.33
5 N -0.33
6 C 0.16
7 N -0.47
8 H 0.48

x) ORCA calculation (wB97M-V/def2-TZVPD) on one molecule with the formula C3H5N3O.

Its HOMO-LUMO gap is 0.4047 Eh. Its lowest unoccupied orbital energy is 0.89 eV. The SMILES is OCc1nc[nH]n1.

```
! RIJCOSX wB97M-V def2-TZVPD def2/J DEFGRID3
* xyz 0 1
O -2.10 0.14 -1.02
C -1.69 0.24 0.33
C -0.18 0.09 0.32
N 0.68 1.02 0.64
N 1.86 0.52 0.22
C 1.68 -0.74 -0.32
N 0.40 -1.03 -0.29
H -1.59 -0.62 -1.36
H -2.14 -0.55 0.95
H -2.06 1.20 0.71
H 2.66 1.07 0.55
H 2.49 -1.35 -0.74
*
```

Results of the natural (NBO) charge analysis, in e, for atoms 1 through 8:
1 O -0.70
2 C -0.10
3 C 0.27
4 N -0.27
5 N -0.37
6 C 0.18
7 N -0.50
8 H 0.48

Least stable structure: w)

w) ORCA calculation (wB97M-V/def2-TZVPD) on one molecule with the formula C3H5N3O.

Its HOMO-LUMO gap is 0.2875 Eh. Its lowest unoccupied orbital energy is 0.27 eV.

```
! RIJCOSX wB97M-V def2-TZVPD def2/J DEFGRID3
* xyz 0 1
N 2.19 0.82 -0.21
C 0.97 0.15 -0.01
C 0.80 -1.16 0.27
N -0.76 -1.19 0.12
C -1.18 0.19 -0.10
O -2.50 0.43 -0.16
N -0.20 0.98 -0.19
H 2.95 0.21 0.06
H 2.24 1.68 0.32
H -0.87 -1.78 -0.71
H -1.24 -1.65 0.90
H -2.61 1.39 -0.31
*
```

Results of the natural (NBO) charge analysis, in e, for atoms 1 through 8:
1 N -0.81
2 C 0.12
3 C -0.32
4 N -0.63
5 C 0.63
6 O -0.66
7 N -0.46
8 H 0.38

x) ORCA calculation (wB97M-V/def2-TZVPD) on one molecule with the formula C3H5N3O.

Its HOMO-LUMO gap is 0.3405 Eh. Its lowest unoccupied orbital energy is -0.04 eV. The SMILES is C/N=C(\C#N)NO.

```
! RIJCOSX wB97M-V def2-TZVPD def2/J DEFGRID3
* xyz 0 1
C 1.83 0.13 -0.05
C -0.48 0.04 0.01
C -0.77 1.27 -0.87
H 2.52 -0.45 -0.59
H 1.54 1.00 -0.58
H 2.46 0.40 0.90
H -2.54 -0.42 -0.17
H -0.57 -1.61 1.21
N 0.64 -0.50 0.44
N -1.74 -0.39 0.42
N -1.25 2.21 -1.50
O -1.63 -1.68 0.78
*
```

Results of the natural (NBO) charge analysis, in e, for atoms 1 through 8:
1 C -0.41
2 C 0.33
3 C 0.18
4 H 0.21
5 H 0.19
6 H 0.20
7 H 0.40
8 H 0.50

Least stable structure: x)

w) ORCA calculation (wB97M-V/def2-TZVPD) on a 2-piece molecular cluster, C2H5NO4 overall.

Its HOMO-LUMO gap is 0.4233 Eh. Its lowest unoccupied orbital energy is 0.57 eV. The SMILES is O=CNC(=O)O.O.

```
! RIJCOSX wB97M-V def2-TZVPD def2/J DEFGRID3
* xyz 0 1
O 1.95 -0.92 -1.18
C 1.19 -0.04 -1.45
N 0.89 1.01 -0.58
C 0.91 0.88 0.84
O 2.10 0.52 1.32
O -0.01 1.27 1.48
H 0.55 0.02 -2.35
H 0.06 1.52 -0.84
H 2.68 0.24 0.59
H -3.60 -2.12 0.29
H -3.70 -0.89 1.12
O -3.03 -1.49 0.76
*
```

Results of the natural (NBO) charge analysis, in e, for atoms 1 through 8:
1 O -0.57
2 C 0.54
3 N -0.70
4 C 0.90
5 O -0.65
6 O -0.56
7 H 0.13
8 H 0.41

x) ORCA calculation (wB97M-V/def2-TZVPD) on a 2-piece molecular cluster, C2H5NO4 overall.

Its HOMO-LUMO gap is 0.4120 Eh. Its lowest unoccupied orbital energy is 0.35 eV. The SMILES is O=CNC(=O)O.O.

```
! RIJCOSX wB97M-V def2-TZVPD def2/J DEFGRID3
* xyz 0 1
O -1.66 1.28 0.34
C -1.25 0.81 1.42
N -0.05 0.24 1.48
C 1.01 0.03 0.46
O 0.83 1.03 -0.49
O 1.92 -0.63 0.85
H -1.92 0.75 2.24
H 0.46 0.07 2.33
H -0.13 1.13 -0.72
H 0.07 -1.90 -1.95
H 0.08 -1.32 -3.36
O 0.64 -1.50 -2.58
*
```

Results of the natural (NBO) charge analysis, in e, for atoms 1 through 8:
1 O -0.63
2 C 0.52
3 N -0.69
4 C 0.93
5 O -0.69
6 O -0.53
7 H 0.15
8 H 0.42

Least stable structure: x)

w) ORCA calculation (wB97M-V/def2-TZVPD) on a 2-piece molecular cluster, C2H5NO4 overall.

Its HOMO-LUMO gap is 0.4226 Eh. Its lowest unoccupied orbital energy is 0.48 eV. The SMILES is O=CNC(=O)O.O.

```
! RIJCOSX wB97M-V def2-TZVPD def2/J DEFGRID3
* xyz 0 1
O 1.07 1.15 1.34
C 0.39 1.18 0.35
N -0.80 0.50 0.18
C -1.78 0.33 1.20
O -1.24 0.15 2.39
O -2.93 0.23 0.92
H 0.54 1.93 -0.45
H -1.14 0.41 -0.76
H -0.35 0.57 2.39
H 2.75 -2.15 -2.14
H 1.70 -2.17 -3.18
O 1.79 -2.14 -2.22
*
```

Results of the natural (NBO) charge analysis, in e, for atoms 1 through 8:
1 O -0.58
2 C 0.55
3 N -0.69
4 C 0.90
5 O -0.67
6 O -0.57
7 H 0.13
8 H 0.42

x) ORCA calculation (wB97M-V/def2-TZVPD) on a 2-piece molecular cluster, C2H5NO4 overall.

Its HOMO-LUMO gap is 0.2467 Eh. Its lowest unoccupied orbital energy is -3.88 eV.

```
! RIJCOSX wB97M-V def2-TZVPD def2/J DEFGRID3
* xyz 0 1
O -0.63 2.98 0.85
C -0.15 1.84 0.76
N 0.29 1.31 -0.42
C 0.15 -0.08 -0.16
O -0.21 -0.33 1.04
O 0.29 -0.89 -1.04
H -1.01 1.02 1.08
H -0.25 1.56 -1.24
H 0.64 1.65 1.53
H 0.72 -4.23 -1.16
H 0.32 -2.74 -0.84
O 0.05 -3.67 -0.77
*
```

Results of the natural (NBO) charge analysis, in e, for atoms 1 through 8:
1 O -0.36
2 C 0.13
3 N -0.59
4 C 0.84
5 O -0.55
6 O -0.57
7 H 0.47
8 H 0.41

Least stable structure: x)

w) ORCA calculation (wB97M-V/def2-TZVPD) on a 2-piece molecular cluster, C2H5NO4 overall.

Its HOMO-LUMO gap is 0.3268 Eh. Its lowest unoccupied orbital energy is -0.40 eV.

```
! RIJCOSX wB97M-V def2-TZVPD def2/J DEFGRID3
* xyz 0 1
C 1.31 0.75 -0.49
C -0.28 -0.36 0.43
N -1.36 0.29 -0.28
O -1.70 -0.29 -1.31
O -1.79 1.34 0.12
O -0.21 -0.07 1.74
O -0.10 -1.66 0.09
H 2.15 0.11 -0.30
H 1.00 0.81 -1.52
H 1.27 1.67 0.07
H 0.28 -0.77 2.20
H -0.58 -1.82 -0.75
*
```

Results of the natural (NBO) charge analysis, in e, for atoms 1 through 8:
1 C -0.61
2 C 0.65
3 N 0.47
4 O -0.42
5 O -0.33
6 O -0.67
7 O -0.70
8 H 0.20

x) ORCA calculation (wB97M-V/def2-TZVPD) on C2H5NO4 as an isolated structure.

Its HOMO-LUMO gap is 0.3292 Eh. Its lowest unoccupied orbital energy is 0.63 eV.

```
! RIJCOSX wB97M-V def2-TZVPD def2/J DEFGRID3
* xyz 0 1
C -2.05 0.04 0.25
C -0.04 0.23 0.18
N 0.44 -0.29 -1.08
O -2.51 1.12 0.44
O -2.49 -1.19 0.08
O 0.41 -0.52 1.24
O 0.12 1.57 0.37
H 0.68 0.55 -1.61
H -1.68 -1.51 -0.34
H 1.18 -0.99 -1.05
H 0.45 0.04 1.97
H -0.48 2.22 0.08
*
```

Results of the natural (NBO) charge analysis, in e, for atoms 1 through 8:
1 C 0.70
2 C 0.60
3 N -0.90
4 O -0.59
5 O -0.65
6 O -0.71
7 O -0.75
8 H 0.39

Least stable structure: w)

w) ORCA calculation (wB97M-V/def2-TZVPD) on a 2-piece molecular cluster, C3H4N2O overall.

Its HOMO-LUMO gap is 0.3540 Eh. Its lowest unoccupied orbital energy is 0.40 eV. The SMILES is C=C=O.N#CN.

```
! RIJCOSX wB97M-V def2-TZVPD def2/J DEFGRID3
* xyz 0 1
N -0.55 1.05 -0.90
C -0.70 -0.91 1.16
O -1.75 -0.53 1.51
C 0.46 -1.37 0.78
C 0.79 1.07 -0.85
N 1.95 1.08 -0.77
H -1.05 1.74 -0.37
H -0.99 0.73 -1.74
H 1.31 -1.34 1.43
H 0.61 -1.54 -0.28
*
```

Results of the natural (NBO) charge analysis, in e, for atoms 1 through 8:
1 N -0.86
2 C 0.73
3 O -0.48
4 C -0.78
5 C 0.42
6 N -0.38
7 H 0.42
8 H 0.41

x) ORCA calculation (wB97M-V/def2-TZVPD) on one molecule with the formula C3H4N2O.

Its HOMO-LUMO gap is 0.3673 Eh. Its lowest unoccupied orbital energy is 1.01 eV.

```
! RIJCOSX wB97M-V def2-TZVPD def2/J DEFGRID3
* xyz 0 1
O 2.05 -0.09 1.17
C 0.97 -0.44 0.45
C -0.89 -0.45 -1.36
N -0.88 0.79 -1.59
C -1.13 0.32 -0.18
N -0.03 0.38 0.74
H 2.72 -0.73 0.95
H -0.74 -1.38 -1.88
H -2.11 0.50 0.25
H 0.04 1.11 1.45
*
```

Results of the natural (NBO) charge analysis, in e, for atoms 1 through 8:
1 O -0.70
2 C 0.27
3 C 0.07
4 N -0.31
5 C 0.00
6 N -0.63
7 H 0.50
8 H 0.22

Least stable structure: x)